No. 1
This record from the Open Molecules 2025 dataset describes a molecular structure, C34H47MnN5SSi. The level of theory is ωB97M-V/def2-TZVPD.

The value obtained for the energy above the lowest of the compared OMol25 structures with the same formula, charge and spin is 2.313 eV. The value obtained for the electronic energy is -93503.1657 eV.

```
! wB97M-V def2-TZVPD RIJCOSX def2/J DEFGRID3
* xyz -2 6
Mn -0.245 -0.283 0.552
C 2.657 1.388 2.337
C 1.723 2.590 2.523
C 0.290 2.413 1.952
N -0.247 1.083 2.038
C -0.592 0.603 3.254
C -0.618 1.362 4.413
C -0.731 0.980 5.787
C -0.707 -0.294 6.331
C -0.727 -1.501 5.647
C -0.937 -1.728 4.252
C -1.023 -0.849 3.187
N -1.429 -1.192 1.935
C -2.118 -2.441 1.733
C -1.353 -3.472 0.895
C -1.060 -2.922 -0.510
N -0.009 -1.943 -0.516
C 1.260 -2.326 -0.770
C 1.648 -3.645 -0.958
C 2.874 -4.225 -1.410
C 4.015 -3.586 -1.868
C 4.263 -2.223 -1.883
C 3.468 -1.158 -1.345
C 2.204 -1.136 -0.777
N 1.637 -0.033 -0.221
C 2.403 1.189 -0.203
C 3.364 1.319 0.983
H 3.416 1.410 3.127
H 2.082 0.472 2.486
H 1.649 2.804 3.591
H 2.168 3.476 2.050
H -0.366 3.153 2.443
H 0.295 2.691 0.894
H -0.462 2.425 4.269
H -0.728 1.805 6.495
H -0.652 -0.354 7.417
H -0.653 -2.401 6.252
H -1.056 -2.775 3.992
H -2.433 -2.882 2.684
H -3.058 -2.251 1.175
H -0.409 -3.731 1.384
H -1.963 -4.384 0.817
H -0.861 -3.737 -1.219
H -1.985 -2.433 -0.859
H 0.883 -4.382 -0.744
H 2.878 -5.311 -1.450
H 4.810 -4.227 -2.247
H 5.227 -1.914 -2.280
H 3.996 -0.212 -1.335
H 2.966 1.332 -1.140
H 1.706 2.027 -0.166
H 4.050 0.467 0.974
H 3.968 2.227 0.843
C -0.875 5.488 -1.814
Si -2.627 4.839 -1.752
C -3.544 5.900 -0.498
C -3.444 5.112 -3.421
C -2.810 3.052 -1.200
C -3.997 2.685 -0.571
C -4.178 1.408 -0.061
C -3.107 0.537 -0.120
N -1.953 0.851 -0.717
C -1.840 2.037 -1.306
S -0.408 2.284 -2.319
H -0.905 6.565 -2.000
H -0.286 5.014 -2.596
H -0.360 5.317 -0.866
H -3.527 6.946 -0.817
H -3.073 5.834 0.485
H -4.588 5.605 -0.383
H -3.439 6.175 -3.673
H -4.482 4.769 -3.410
H -2.923 4.568 -4.211
H -4.800 3.409 -0.480
H -5.101 1.109 0.415
H -3.136 -0.431 0.360
C 0.376 -1.016 -4.656
C 0.360 0.465 -4.284
C 1.713 1.107 -4.577
C 0.022 0.580 -2.802
H 0.698 -1.157 -5.692
H -0.613 -1.463 -4.538
H 1.066 -1.561 -4.007
H -0.411 0.982 -4.868
H 2.494 0.595 -4.009
H 1.725 2.161 -4.285
H 1.959 1.047 -5.641
H 0.866 0.274 -2.186
H -0.810 -0.059 -2.513
*
```


No. 2
This record from the Open Molecules 2025 dataset describes a molecular structure, C34H47N10O8P2Sc. The level of theory is ωB97M-V/def2-TZVPD.

The value obtained for the energy above the lowest of the compared OMol25 structures with the same formula, charge and spin is 0.000 eV. The value obtained for the electronic energy is -106594.3484 eV.

```
! wB97M-V def2-TZVPD RIJCOSX def2/J DEFGRID3
* xyz 0 1
Sc 0.258 0.410 -0.387
O 3.075 2.887 1.696
C 2.435 2.112 0.975
N 1.146 2.106 0.648
C 0.231 2.972 1.272
C 0.527 3.886 2.287
C -0.489 4.637 2.866
C -1.799 4.498 2.439
C -2.104 3.611 1.415
C -1.101 2.845 0.833
N -1.318 1.872 -0.172
C -2.310 2.077 -1.062
O -3.085 3.024 -1.159
C -2.480 0.921 -2.015
C -3.580 0.856 -2.861
C -3.762 -0.292 -3.608
C -2.851 -1.331 -3.480
C -1.764 -1.165 -2.641
N -1.575 -0.048 -1.935
C 3.234 0.957 0.396
C 4.616 1.090 0.311
C 5.346 0.005 -0.128
C 4.678 -1.169 -0.472
C 3.296 -1.187 -0.411
N 2.583 -0.136 0.013
H 1.547 3.992 2.613
H -0.243 5.342 3.650
H -2.587 5.091 2.886
H -3.117 3.518 1.058
H -4.259 1.696 -2.885
H -4.611 -0.384 -4.273
H -2.964 -2.254 -4.033
H -1.014 -1.936 -2.520
H 5.062 2.022 0.621
H 6.425 0.060 -0.206
H 5.214 -2.044 -0.810
H 2.726 -2.054 -0.725
C -1.202 -4.965 2.040
N -1.187 -3.968 0.985
C -1.227 -4.507 -0.368
P -1.387 -2.367 1.201
O -0.727 -1.534 0.173
O -0.752 -2.137 2.674
P 0.312 -0.963 3.058
O 0.383 0.024 1.967
N 1.654 -1.835 3.400
C 2.836 -1.053 3.766
C 1.990 -3.037 2.649
N -0.160 -0.264 4.446
C -0.849 1.028 4.430
C -0.356 -1.041 5.657
N -2.980 -2.003 1.293
C -3.897 -2.911 1.966
C -3.346 -0.591 1.426
H -2.099 -5.590 1.980
H -1.174 -4.494 3.019
H -0.329 -5.617 1.943
H -2.193 -4.979 -0.577
H -0.435 -5.250 -0.481
H -1.038 -3.718 -1.091
H 2.541 -0.118 4.237
H 3.430 -0.814 2.877
H 3.447 -1.625 4.466
H 1.120 -3.678 2.534
H 2.750 -3.589 3.204
H 2.392 -2.799 1.661
H -0.616 1.576 3.520
H -0.509 1.612 5.286
H -1.932 0.894 4.507
H 0.249 -1.946 5.627
H -1.407 -1.320 5.784
H -0.051 -0.449 6.521
H -3.674 -3.943 1.702
H -4.912 -2.692 1.634
H -3.862 -2.801 3.056
H -2.639 0.043 0.888
H -3.368 -0.288 2.479
H -4.338 -0.441 0.998
C 0.108 -0.649 -5.711
C 0.988 -1.880 -5.559
C 2.101 -1.784 -4.476
C 3.097 -2.927 -4.688
C 4.214 -2.965 -3.660
C 2.789 -0.451 -4.703
O 3.558 -0.249 -5.614
N 2.404 0.572 -3.861
C 1.573 0.396 -2.781
O 1.220 1.391 -2.115
N 1.152 -0.803 -2.375
C 1.424 -1.914 -3.103
O 1.073 -3.024 -2.722
H -0.702 -0.856 -6.410
H 0.670 0.198 -6.106
H -0.348 -0.344 -4.769
H 1.490 -2.093 -6.506
H 0.391 -2.761 -5.308
H 3.511 -2.818 -5.691
H 2.529 -3.858 -4.659
H 4.786 -2.035 -3.657
H 4.911 -3.774 -3.882
H 3.818 -3.137 -2.659
H 2.736 1.506 -4.055
*
```


No. 3
This record from the Open Molecules 2025 dataset describes 2 unconnected molecules or ions with the total composition C34H47N4O. The level of theory is ωB97M-V/def2-TZVPD.

The value obtained for the electronic energy is -44022.1263 eV.

```
! wB97M-V def2-TZVPD RIJCOSX def2/J DEFGRID3
* xyz 1 1
C 6.694 3.713 -0.588
N 5.278 3.521 -0.770
C 4.788 2.290 -0.210
C 3.339 2.072 -0.621
N 2.544 3.216 -0.202
C 1.161 3.040 -0.195
C 0.529 1.973 -0.798
C -0.872 2.129 -1.306
C -1.772 2.938 -0.357
C -1.110 4.225 0.142
C 0.352 4.066 0.585
C 3.035 4.501 -0.710
C 4.513 4.690 -0.427
H 7.026 4.543 -1.221
H 6.968 3.953 0.455
H 7.226 2.802 -0.884
H 5.408 1.474 -0.611
H 4.859 2.261 0.899
H 3.300 1.939 -1.720
H 2.974 1.156 -0.132
H 1.106 1.188 -1.289
H -0.892 2.639 -2.290
H -1.297 1.134 -1.476
H -2.706 3.205 -0.873
H -2.054 2.317 0.504
H -1.157 4.988 -0.647
H -1.687 4.623 0.986
H 0.359 3.761 1.651
H 0.838 5.051 0.567
H 2.888 4.560 -1.805
H 2.492 5.327 -0.242
H 4.650 4.979 0.636
H 4.897 5.511 -1.050
C -2.229 -5.611 -1.866
N -2.365 -4.234 -1.452
C -3.529 -3.546 -1.642
O -4.518 -3.962 -2.241
C -3.354 -2.169 -1.000
C -4.373 -1.937 0.126
C -5.785 -1.848 -0.408
C -6.773 -2.731 0.041
C -8.034 -2.727 -0.561
C -8.321 -1.814 -1.585
C -7.347 -0.893 -1.991
C -6.087 -0.896 -1.386
N -1.957 -2.204 -0.556
C -1.368 -1.122 -0.004
C -0.097 -1.130 0.560
C 0.561 -0.007 1.071
C 1.844 -0.130 1.744
C 2.360 0.942 2.525
C 3.575 0.839 3.186
C 4.311 -0.355 3.154
C 5.571 -0.483 3.952
C 3.841 -1.412 2.369
C 2.653 -1.303 1.656
C -1.334 -3.534 -0.697
C -1.136 -4.218 0.667
C -0.030 -3.519 -1.510
H -3.137 -5.915 -2.390
H -1.368 -5.719 -2.534
H -2.076 -6.264 -0.998
H -3.473 -1.398 -1.784
H -4.286 -2.768 0.846
H -4.102 -1.007 0.652
H -6.527 -3.442 0.834
H -8.787 -3.449 -0.238
H -9.302 -1.820 -2.062
H -7.559 -0.179 -2.788
H -5.320 -0.181 -1.694
H -1.976 -0.210 0.007
H 0.403 -2.099 0.632
H -0.022 0.895 1.278
H 1.762 1.853 2.621
H 3.958 1.684 3.764
H 6.010 -1.476 3.820
H 6.316 0.265 3.653
H 5.380 -0.335 5.022
H 4.423 -2.336 2.329
H 2.340 -2.139 1.026
H -2.115 -4.435 1.116
H -0.585 -5.157 0.526
H -0.574 -3.581 1.355
H -0.245 -3.193 -2.537
H 0.710 -2.842 -1.080
H 0.395 -4.531 -1.531
*
```


No. 4
This record from the Open Molecules 2025 dataset describes 6 unconnected molecules or ions with the total composition C34H48INO19. The level of theory is ωB97M-V/def2-TZVPD.

The value obtained for the electronic energy is -84530.5624 eV.

```
! wB97M-V def2-TZVPD RIJCOSX def2/J DEFGRID3
* xyz 0 1
C 3.730 -1.650 -2.809
C 4.278 -0.547 -3.737
C 3.354 0.660 -3.925
O 2.201 0.412 -4.736
C 1.155 -0.166 -4.094
C 0.695 0.137 -2.817
C -0.410 -0.495 -2.258
C -0.779 -0.073 -0.840
I -0.666 -1.802 0.465
C -2.122 0.713 -0.749
C -2.455 0.869 0.773
C -1.051 -1.457 -3.043
C -2.274 -2.222 -2.586
C -1.937 -3.662 -2.157
O -0.817 -4.094 -2.088
N -0.594 -1.714 -4.273
C -1.317 -2.780 -5.083
O -0.756 -3.884 -5.070
O -2.361 -2.499 -5.657
C 0.459 -1.119 -4.803
H 3.318 -1.251 -1.871
H 2.875 -2.120 -3.324
H 4.442 -2.465 -2.635
H 4.628 -0.968 -4.691
H 5.192 -0.154 -3.258
H 3.935 1.425 -4.458
H 3.140 1.087 -2.937
H 1.238 0.901 -2.262
H -0.002 0.615 -0.489
H -2.944 0.235 -1.289
H -1.918 1.714 -1.153
H -1.491 0.941 1.299
H -3.050 1.769 0.957
H -2.975 -0.021 1.145
H -2.696 -1.729 -1.703
H -3.058 -2.237 -3.359
H -2.814 -4.286 -1.866
H 0.771 -1.375 -5.812
C -0.179 -6.926 -2.564
C 1.221 -7.434 -2.312
C 1.773 -8.269 -3.439
O 2.672 -9.151 -2.756
C 2.190 -9.305 -1.494
O 2.544 -10.150 -0.739
O 1.249 -8.368 -1.216
H -0.443 -6.172 -1.833
H -0.266 -6.483 -3.557
H -0.907 -7.734 -2.466
H 1.888 -6.602 -2.068
H 2.302 -7.674 -4.181
H 1.010 -8.869 -3.940
C 0.236 4.426 1.557
C -1.098 5.118 1.716
C -1.421 5.466 3.138
O -2.854 5.424 3.153
C -3.223 4.532 2.198
O -4.312 4.063 2.107
O -2.182 4.238 1.371
H 0.520 4.387 0.504
H 1.020 4.949 2.104
H 0.187 3.393 1.908
H -1.151 5.998 1.069
H -1.058 6.453 3.415
H -1.045 4.735 3.856
C 3.370 -3.107 4.369
C 3.394 -2.205 3.155
C 4.498 -1.180 3.191
O 3.938 -0.101 2.435
C 2.590 -0.178 2.582
O 1.834 0.696 2.296
O 2.222 -1.373 3.104
H 2.702 -3.952 4.204
H 4.364 -3.496 4.589
H 2.993 -2.572 5.242
H 3.430 -2.800 2.239
H 5.419 -1.537 2.735
H 4.717 -0.819 4.200
C 3.503 2.048 6.922
C 2.355 2.966 6.567
C 1.410 2.383 5.549
O 0.912 3.550 4.886
C 1.892 4.493 4.975
O 1.927 5.491 4.329
O 2.824 4.142 5.891
H 4.031 2.418 7.802
H 3.147 1.039 7.137
H 4.230 2.008 6.110
H 1.824 3.280 7.470
H 0.598 1.821 6.005
H 1.907 1.751 4.808
C -7.515 5.522 -2.107
C -6.670 4.281 -1.929
C -6.122 4.118 -0.534
O -4.905 3.401 -0.765
C -4.484 3.741 -2.004
O -3.390 3.525 -2.416
O -5.465 4.359 -2.708
H -8.052 5.487 -3.055
H -8.246 5.618 -1.304
H -6.889 6.415 -2.131
H -7.225 3.394 -2.246
H -6.787 3.552 0.114
H -5.879 5.067 -0.051
*
```


No. 5
This record from the Open Molecules 2025 dataset describes a molecular structure, C34H49AsN4O5P2RbS. The level of theory is ωB97M-V/def2-TZVPD.

The value obtained for the energy above the lowest of the compared OMol25 structures with the same formula, charge and spin is 1.677 eV. The value obtained for the electronic energy is -143160.5674 eV.

```
! wB97M-V def2-TZVPD RIJCOSX def2/J DEFGRID3
* xyz -1 1
Rb -0.178 -0.804 -1.299
C -1.055 -1.798 1.929
O -0.740 -0.429 1.666
C -1.662 0.424 2.117
C -1.503 1.070 3.380
C -2.490 1.887 3.880
C -3.696 2.045 3.199
C -3.856 1.475 1.932
C -2.828 0.676 1.419
N -2.843 0.236 0.053
N -3.994 0.227 -0.404
C -4.258 0.070 -1.757
C -3.418 0.445 -2.815
O -2.163 0.594 -2.775
C -4.067 0.577 -4.143
C -5.345 0.298 -4.425
C -6.163 -0.189 -3.335
C -7.529 -0.508 -3.580
C -8.353 -1.050 -2.662
C -7.862 -1.276 -1.377
C -6.560 -0.867 -1.016
C -5.658 -0.316 -2.015
H -0.078 -2.338 1.931
H -1.812 -2.285 1.234
H -1.475 -1.996 2.941
H -0.560 0.904 3.910
H -2.318 2.487 4.776
H -4.472 2.635 3.577
H -4.734 1.649 1.301
H -3.348 0.950 -4.892
H -5.782 0.579 -5.362
H -7.841 -0.337 -4.582
H -9.373 -1.358 -2.872
H -8.382 -1.789 -0.512
H -6.012 -1.075 -0.080
C -1.504 3.540 -0.309
P 0.231 3.353 -0.807
C 0.151 3.455 -2.650
C 0.642 5.101 -0.401
C 2.158 5.397 -0.482
P 3.120 4.860 1.021
C 4.649 5.899 0.678
C 3.714 3.198 0.510
H -1.953 4.217 -1.023
H -1.476 3.972 0.717
H -2.031 2.604 -0.232
H -0.397 4.369 -2.887
H -0.483 2.621 -2.970
H 1.094 3.356 -3.175
H 0.277 5.389 0.576
H 0.161 5.756 -1.120
H 2.453 6.461 -0.419
H 2.655 4.900 -1.377
H 4.997 5.677 -0.314
H 5.422 5.679 1.387
H 4.435 6.930 0.703
H 4.099 3.175 -0.530
H 2.896 2.496 0.437
H 4.453 2.889 1.265
C -0.049 -6.761 -2.375
As -0.134 -5.251 -1.176
C 1.670 -4.751 -0.819
C -0.966 -5.947 0.417
S -1.475 -3.858 -1.893
H 0.656 -7.564 -2.051
H 0.298 -6.378 -3.322
H -1.090 -7.102 -2.468
H 2.294 -5.508 -0.349
H 1.554 -3.810 -0.320
H 2.117 -4.628 -1.814
H -0.381 -6.591 1.079
H -1.836 -6.552 0.115
H -1.223 -5.067 1.027
C 5.986 -3.003 0.956
C 5.288 -2.403 2.210
C 4.282 -1.371 1.803
C 3.871 -0.587 3.091
C 2.983 0.609 2.862
C 4.950 -0.310 0.913
O 6.038 0.124 1.255
N 4.289 0.018 -0.255
C 2.993 -0.469 -0.617
O 2.576 -0.049 -1.692
N 2.355 -1.370 0.142
C 2.965 -1.908 1.236
O 2.434 -2.873 1.813
H 6.889 -3.632 1.356
H 6.252 -2.309 0.237
H 5.287 -3.742 0.499
H 6.030 -1.883 2.865
H 4.707 -3.152 2.762
H 4.809 -0.116 3.417
H 3.488 -1.302 3.775
H 3.396 1.275 2.131
H 2.555 1.208 3.700
H 1.998 0.278 2.451
H 4.790 0.631 -0.903
*
```